This record from OMol25 describes a cluster of 2 separate species, C5H16NO in total. The level of theory is the ωB97M-V functional and the def2-TZVPD basis.

Output
relative energy (zero: lowest compared OMol25 entry of this formula, charge and spin): 9.11 kcal per mole
E: -329.866330 Ha
Kohn-Sham gap: 12.3 eV
charge: +1
molar mass: 106.19 u

Geometry as XYZ:
```
23
Properties=species:S:1:pos:R:3:mulliken_charge:R:1
C 0.253 -1.589 -0.350 -1.385
C 0.613 -0.159 -0.676 -0.181
C 0.972 0.799 0.472 0.584
C 2.203 0.295 1.233 -1.685
C -0.215 1.096 1.406 -1.289
N -0.520 0.474 -1.487 -0.123
H 1.153 -2.096 -0.014 0.420
H -0.528 -1.634 0.405 0.263
H -0.137 -2.114 -1.218 0.458
H 1.464 -0.141 -1.366 0.403
H 1.273 1.718 -0.043 0.379
H 2.612 1.078 1.849 0.436
H 1.997 -0.691 1.656 0.394
H 3.009 0.060 0.527 0.412
H 0.158 1.414 2.377 0.414
H -0.888 1.852 1.000 0.330
H -0.770 0.166 1.600 0.261
H -1.429 0.306 -1.048 0.135
H -0.386 1.486 -1.614 0.387
H -0.447 0.097 -2.430 0.392
H -3.759 -1.476 -0.964 0.325
H -3.391 -0.268 -0.224 0.328
O -3.234 -0.673 -1.090 -0.661
```